DFT (the ωB97M-V functional and the def2-TZVPD basis) results for 14 unconnected molecules or ions with the total composition C80H184N9O31P5 at a distorted geometry.

ORCA input file:
```
! wB97M-V def2-TZVPD RIJCOSX def2/J DEFGRID3
* xyz 0 1
C -0.498 2.327 -8.019
C 0.597 3.098 -7.243
C 1.302 2.137 -6.330
C 2.174 1.136 -7.018
C 3.235 1.960 -7.781
C 2.575 2.835 -8.854
N 1.611 3.697 -8.120
O 0.802 4.429 -9.080
C 3.642 3.764 -9.431
C 2.021 2.042 -10.053
C -0.083 4.192 -6.380
H -0.027 1.452 -8.426
H -0.838 2.979 -8.811
H -1.336 2.090 -7.393
H 1.883 2.732 -5.612
H 0.525 1.623 -5.748
H 1.506 0.566 -7.677
H 2.564 0.436 -6.248
H 4.014 1.336 -8.188
H 3.695 2.604 -7.069
H 4.277 4.281 -8.540
H 4.250 3.232 -10.149
H 3.105 4.570 -9.959
H 1.508 1.107 -9.823
H 1.230 2.627 -10.480
H 2.713 1.940 -10.876
H 0.556 5.038 -6.038
H -0.380 3.857 -5.439
H -1.048 4.614 -6.828
H 1.045 5.357 -8.942
C 1.740 1.299 0.400
C 0.335 0.909 0.461
C -0.268 1.201 -0.953
C 0.166 0.209 -2.073
C -0.234 -1.145 -1.640
C 0.405 -1.590 -0.366
N -0.036 -0.556 0.620
O 0.465 -0.902 1.935
C -0.299 -2.843 0.089
C 1.892 -1.722 -0.475
C -0.463 1.677 1.493
H 1.879 2.363 0.677
H 2.201 1.158 -0.593
H 2.414 0.779 1.098
H -1.328 1.135 -0.917
H -0.042 2.179 -1.334
H 1.198 0.328 -2.378
H -0.434 0.502 -2.913
H -0.136 -1.897 -2.409
H -1.332 -1.191 -1.492
H -1.370 -2.579 0.065
H -0.115 -3.672 -0.599
H -0.020 -3.152 1.122
H 2.288 -1.769 0.507
H 2.113 -2.655 -0.902
H 2.348 -0.905 -1.102
H -0.269 2.725 1.338
H -0.223 1.433 2.561
H -1.539 1.457 1.383
H -0.240 -1.339 2.458
C 2.493 0.973 5.252
C 3.523 -0.164 5.291
C 3.531 -0.852 6.691
C 4.297 -2.152 6.581
C 3.577 -3.110 5.605
C 3.488 -2.513 4.215
N 2.931 -1.167 4.390
O 2.911 -0.572 3.056
C 4.812 -2.576 3.372
C 2.341 -3.317 3.532
C 4.965 0.336 4.872
H 2.476 1.499 4.319
H 2.651 1.758 5.986
H 1.485 0.500 5.344
H 3.960 -0.124 7.396
H 2.495 -1.009 6.868
H 4.390 -2.658 7.517
H 5.369 -1.977 6.289
H 2.616 -3.444 6.003
H 4.189 -4.030 5.444
H 4.993 -3.641 3.117
H 4.561 -1.935 2.557
H 5.702 -2.152 3.874
H 2.261 -2.927 2.515
H 2.505 -4.409 3.598
H 1.471 -3.073 4.093
H 5.087 0.430 3.783
H 5.685 -0.373 5.216
H 5.217 1.234 5.454
H 1.987 -0.777 2.754
C 4.473 6.504 1.495
C 3.811 5.736 2.633
C 4.923 4.887 3.234
C 4.481 4.255 4.571
C 4.062 5.362 5.464
C 2.923 6.200 4.923
N 3.435 6.745 3.644
O 2.339 7.563 3.055
C 1.554 5.398 4.819
C 2.795 7.388 5.833
C 2.724 4.901 2.105
H 4.942 5.864 0.782
H 5.259 7.132 1.933
H 3.819 7.181 1.016
H 5.182 4.158 2.457
H 5.787 5.570 3.371
H 5.215 3.629 5.107
H 3.658 3.564 4.345
H 4.910 6.035 5.750
H 3.634 4.919 6.374
H 1.748 4.424 4.346
H 1.113 5.346 5.788
H 0.903 6.023 4.215
H 1.960 8.051 5.676
H 2.734 7.082 6.915
H 3.607 8.096 5.776
H 2.457 4.115 2.788
H 3.141 4.470 1.187
H 1.863 5.551 2.029
H 2.714 8.433 3.076
C -2.122 4.690 -1.869
C -1.604 5.872 -1.126
C -1.853 7.067 -1.997
C -1.952 8.379 -1.257
C -2.781 8.239 0.075
C -2.313 7.119 0.977
N -2.372 5.900 0.196
O -2.012 4.784 0.920
C -1.010 7.417 1.737
C -3.388 6.985 2.058
C -0.099 5.694 -0.911
H -2.019 3.740 -1.379
H -1.608 4.634 -2.826
H -3.197 4.977 -1.951
H -1.192 7.187 -2.847
H -2.920 7.036 -2.428
H -2.290 9.224 -1.886
H -0.992 8.783 -0.932
H -3.868 8.080 -0.232
H -2.816 9.166 0.656
H -0.183 7.853 1.163
H -1.237 8.055 2.556
H -0.530 6.531 2.142
H -4.341 6.919 1.491
H -3.136 6.078 2.630
H -3.425 7.938 2.626
H 0.121 4.818 -0.322
H 0.314 6.555 -0.466
H 0.359 5.576 -1.889
H -1.071 4.920 1.191
C -0.551 -5.176 3.156
C -1.547 -6.275 3.106
C -1.525 -6.805 1.671
C -0.282 -7.636 1.431
C -0.420 -8.873 2.298
C -0.306 -8.509 3.804
N -1.358 -7.485 4.051
O -1.066 -6.918 5.359
C -0.631 -9.734 4.683
C 1.120 -8.063 3.993
C -2.946 -5.760 3.384
H 0.472 -5.488 2.955
H -0.519 -4.740 4.136
H -0.938 -4.368 2.518
H -2.389 -7.507 1.487
H -1.755 -5.981 0.990
H 0.664 -7.144 1.623
H -0.146 -7.990 0.396
H 0.280 -9.642 1.994
H -1.395 -9.326 2.063
H -1.623 -10.180 4.515
H 0.093 -10.488 4.513
H -0.489 -9.398 5.739
H 1.445 -7.222 3.402
H 1.263 -7.818 5.048
H 1.769 -8.921 3.741
H -2.954 -5.363 4.395
H -3.764 -6.540 3.258
H -3.146 -4.880 2.714
H -1.912 -6.963 5.813
C -7.453 0.751 3.302
C -8.016 1.601 2.192
C -7.973 3.094 2.601
C -6.488 3.642 2.702
C -5.953 3.430 1.267
C -5.832 1.990 0.804
N -7.247 1.463 0.944
O -7.184 0.046 0.530
C -5.443 1.999 -0.678
C -4.880 1.169 1.567
C -9.486 1.244 1.837
H -6.806 1.267 4.000
H -7.009 -0.173 2.961
H -8.292 0.418 3.921
H -8.584 3.681 1.835
H -8.438 3.253 3.586
H -5.891 3.129 3.510
H -6.500 4.688 2.972
H -5.005 4.025 1.154
H -6.741 3.978 0.696
H -5.143 1.007 -0.928
H -6.237 2.292 -1.290
H -4.610 2.728 -0.805
H -5.097 1.298 2.663
H -5.153 0.160 1.409
H -3.837 1.364 1.390
H -9.502 0.090 1.746
H -9.753 1.802 0.893
H -10.120 1.474 2.665
H -7.731 0.092 -0.277
C 0.254 -1.958 -4.963
N 1.504 -2.603 -4.518
O 1.598 -3.796 -4.656
O 2.299 -1.914 -3.908
H -0.546 -2.661 -5.008
H 0.436 -1.569 -5.926
H 0.019 -1.130 -4.234
C 6.586 3.586 -3.433
N 5.343 3.663 -2.543
O 5.521 3.420 -1.388
O 4.264 3.975 -3.024
H 6.353 3.239 -4.435
H 7.249 2.844 -2.941
H 7.018 4.570 -3.443
C -4.938 -0.089 -5.281
O -3.769 -1.041 -5.227
P -3.742 -2.203 -6.289
O -2.585 -3.006 -6.094
O -5.187 -2.774 -6.272
C -5.406 -3.902 -5.393
O -3.781 -1.503 -7.691
C -3.442 -2.003 -8.951
H -5.860 -0.659 -5.447
H -4.692 0.601 -6.060
H -4.889 0.387 -4.269
H -4.524 -4.510 -5.186
H -6.028 -4.536 -5.994
H -6.029 -3.599 -4.569
H -4.168 -2.751 -9.308
H -2.469 -2.468 -8.977
H -3.477 -1.207 -9.662
C 3.236 -6.045 -2.619
O 4.260 -6.631 -1.750
P 3.854 -7.305 -0.426
O 4.856 -7.518 0.618
O 3.116 -8.544 -0.954
C 3.237 -9.865 -0.310
O 2.584 -6.414 -0.008
C 2.729 -5.410 1.002
H 3.643 -6.169 -3.608
H 3.126 -4.953 -2.429
H 2.291 -6.607 -2.585
H 2.235 -10.237 -0.205
H 3.671 -9.797 0.706
H 3.854 -10.501 -0.903
H 1.799 -4.805 1.031
H 3.585 -4.733 0.856
H 2.826 -6.003 1.904
C -0.862 -2.549 5.968
O -2.281 -2.202 5.777
P -2.759 -1.241 4.628
O -4.194 -0.877 4.740
O -2.324 -2.027 3.284
C -3.204 -1.763 2.197
O -1.890 -0.008 4.492
C -2.452 1.326 4.849
H -0.334 -1.624 6.309
H -0.393 -2.789 5.060
H -0.794 -3.339 6.738
H -3.071 -2.520 1.451
H -2.958 -0.766 1.806
H -4.231 -1.736 2.475
H -1.629 1.849 5.380
H -3.381 1.188 5.351
H -2.586 1.833 3.839
C 7.426 -2.681 -3.136
O 6.391 -1.583 -3.346
P 6.445 -0.280 -2.497
O 7.767 0.195 -2.087
O 5.589 0.641 -3.397
C 4.345 0.296 -3.975
O 5.460 -0.581 -1.252
C 5.411 0.395 -0.140
H 7.373 -2.968 -2.096
H 8.372 -2.305 -3.461
H 7.001 -3.519 -3.682
H 3.775 -0.355 -3.353
H 4.515 -0.341 -4.798
H 3.777 1.232 -4.089
H 5.172 1.297 -0.636
H 6.390 0.483 0.326
H 4.624 0.001 0.527
C -2.123 -5.649 -1.616
O -2.910 -4.748 -0.789
P -4.252 -4.275 -1.451
O -4.797 -5.226 -2.423
O -5.109 -3.790 -0.236
C -6.003 -4.752 0.383
O -3.951 -2.866 -2.070
C -4.003 -1.635 -1.389
H -2.042 -5.221 -2.637
H -2.557 -6.639 -1.742
H -1.066 -5.693 -1.199
H -6.817 -4.210 0.954
H -5.479 -5.398 0.992
H -6.594 -5.418 -0.253
H -3.813 -0.963 -2.183
H -3.158 -1.473 -0.610
H -4.987 -1.467 -0.914
*
```

Results
Total energy ... -209267.368 eV
F_max ... 3.5 eV/Å
HOMO level ... -8.41 eV
Relative energy (zero: lowest compared OMol25 entry of this formula, charge and spin) ... 74.1 kcal per mole
HOMO-LUMO gap ... 8.73 eV